[1]
ORCA calculation (ωB97M-V/def2-TZVPD) on C33H32Cl3LaN4O7S as an isolated structure in a non-equilibrium geometry.

Last column: Löwdin charge in e.
Element x y z (Å)
1 La -1.0578 -1.0775 -0.0939  1.816
2 O -2.1032 -4.9839 2.2250  0.032
3 C -1.6589 -3.9606 1.6987  -0.439
4 N -2.1111 -3.2730 0.6190  -0.010
5 C -3.2421 -3.7141 -0.0622  -0.420
6 O -4.0959 -4.5315 0.3185  0.030
7 C -3.4207 -3.0980 -1.4327  -0.187
8 C -4.5770 -3.4192 -2.1610  -0.026
9 C -4.6795 -2.9559 -3.4553  -0.074
10 C -3.6281 -2.1738 -4.0083  -0.074
11 C -2.5510 -1.8526 -3.1991  -0.162
12 N -2.4522 -2.2935 -1.9439  -0.012
13 C -0.3612 -3.4003 2.3273  -0.170
14 C 0.0622 -3.9255 3.5507  -0.011
15 C 1.2494 -3.4638 4.0861  -0.075
16 C 1.9946 -2.5109 3.3866  -0.063
17 C 1.5028 -2.0525 2.1757  -0.128
18 N 0.3451 -2.4751 1.6774  0.012
19 H -5.3303 -4.0343 -1.6926  0.104
20 H -5.5625 -3.1876 -4.0438  0.091
21 H -3.6715 -1.7829 -5.0177  0.091
22 H -1.7552 -1.1908 -3.5332  0.103
23 H -0.5453 -4.6841 4.0229  0.107
24 H 1.5998 -3.8452 5.0396  0.095
25 H 2.9332 -2.1293 3.7668  0.093
26 H 2.0293 -1.3047 1.5940  0.111
27 Cl 5.4007 -1.5347 -4.6472  0.575
28 C 3.9992 -1.8557 -3.6452  -0.703
29 C 3.1969 -0.8042 -3.2333  -0.161
30 C 2.1011 -1.0871 -2.4514  -0.552
31 Cl 1.0129 0.1801 -1.9710  0.720
32 C 1.7135 -2.3956 -2.0293  -0.535
33 O 0.7194 -2.6070 -1.2880  -0.227
34 C 2.5955 -3.4085 -2.5020  -0.594
35 Cl 2.2585 -5.0505 -2.0408  0.653
36 C 3.7043 -3.1575 -3.2800  -0.173
37 H 3.4164 0.2114 -3.5221  0.097
38 H 4.3335 -3.9758 -3.5946  0.091
39 C 5.8214 1.6351 -0.2565  -0.051
40 C 4.6828 2.3892 0.3748  -0.261
41 C 4.9051 3.2990 1.4140  -0.048
42 C 3.8470 3.9932 1.9756  -0.058
43 C 2.5587 3.7813 1.4930  -0.276
44 C 2.3120 2.8705 0.4721  -0.035
45 C 3.3782 2.1789 -0.0739  -0.021
46 S 1.1992 4.6708 2.2136  0.641
47 O 0.1070 4.6415 1.2745  -0.292
48 O 1.6275 5.9574 2.7007  -0.328
49 N 0.8530 3.8059 3.5845  -0.147
50 C 0.4971 2.3985 3.4377  -0.230
51 C -0.8860 2.0889 2.9026  -0.088
52 C -0.8425 0.7804 2.1188  -0.733
53 O -1.8121 0.0010 2.2005  -0.115
54 O 0.1864 0.5656 1.4199  -0.200
55 H 6.7663 1.8547 0.2384  0.066
56 H 5.9227 1.8921 -1.3114  0.081
57 H 5.6480 0.5588 -0.2074  0.084
58 H 5.9100 3.4580 1.7827  0.102
59 H 4.0090 4.6957 2.7781  0.108
60 H 1.3125 2.6744 0.1423  0.103
61 H 3.1802 1.4425 -0.8516  0.082
62 H 0.2020 4.3407 4.1509  0.109
63 H 0.6351 1.9695 4.4367  0.121
64 H 1.2413 1.9302 2.7935  0.101
65 H -1.2518 2.8560 2.2174  0.108
66 H -1.6247 1.9881 3.7027  0.115
67 C -4.1753 0.9456 -2.2850  -0.114
68 C -3.3436 1.6875 -1.2247  -0.767
69 C -3.2058 3.1614 -1.6636  -0.108
70 C -4.1421 1.6655 0.0941  -0.106
71 C -2.0141 1.0149 -1.0268  -0.336
72 H -5.1389 1.4212 -2.4461  0.055
73 H -4.3634 -0.0822 -1.9729  0.056
74 H -3.6375 0.9025 -3.2328  0.062
75 H -4.1722 3.6532 -1.7765  0.052
76 H -2.6745 3.2245 -2.6149  0.061
77 H -2.6243 3.7181 -0.9287  0.062
78 H -5.1235 2.1161 -0.0229  0.049
79 H -3.6048 2.1997 0.8844  0.066
80 H -4.2780 0.6381 0.4459  0.066
81 H -1.2524 1.8215 -0.9932  -0.063

HOMO (alpha / beta) in eV: 1.21 / 1.17
ΔE to the lowest compared entry with this formula, charge and spin in kJ/mol: 60.3
2S+1: 1
Net charge: -2
Frontier orbital gap (alpha / beta) in eV: 2.7 / 2.7
F_max in hartree/bohr: 0.0295



[2]
ORCA calculation (ωB97M-V/def2-TZVPD) on C33H32IrN5O3 as an isolated structure.

Last column: Löwdin charge in e.
Element x y z (Å)
1 Ir -0.6221 0.7234 0.1062  1.424
2 C 1.2267 1.3997 -2.7538  -0.022
3 C 1.2094 1.4409 -1.2608  -0.360
4 C 1.5737 0.3150 -0.4575  -0.114
5 C 2.0420 0.5162 0.8801  -0.229
6 C 2.4716 -0.6463 1.7037  0.007
7 C 2.2359 1.8336 1.3367  -0.001
8 C 1.6779 2.8846 0.6547  -0.249
9 C 1.9447 4.3039 1.0191  -0.015
10 C 0.9058 2.6196 -0.5532  -0.060
11 H 2.1838 1.8351 -3.0550  0.125
12 H 0.4453 2.0133 -3.1998  0.102
13 H 1.1973 0.3879 -3.1495  0.093
14 H 1.7333 -0.6523 -0.9199  0.148
15 H 3.5242 -0.8531 1.4831  0.126
16 H 1.9074 -1.5462 1.4599  0.099
17 H 2.3982 -0.4340 2.7690  0.098
18 H 2.7905 1.9996 2.2517  0.152
19 H 2.7458 4.6649 0.3657  0.124
20 H 2.2827 4.4037 2.0498  0.102
21 H 1.0844 4.9494 0.8454  0.098
22 H 0.5379 3.4727 -1.1125  0.138
23 O -1.9059 -2.2916 2.3500  0.103
24 C -1.3007 -1.3369 1.9289  -0.536
25 O -1.1434 -1.1261 0.6378  -0.185
26 C -0.7803 -0.2766 2.8617  -0.178
27 C -0.6563 -0.5537 4.2217  0.042
28 C -0.2837 0.4674 5.0574  0.064
29 C -0.1457 1.7695 4.5373  -0.123
30 C 0.0962 2.8803 5.3835  0.014
31 C 0.1093 4.1475 4.8771  -0.014
32 C -0.1050 4.3509 3.4964  -0.031
33 C -0.2948 3.2957 2.6482  -0.055
34 C -0.3184 1.9757 3.1446  -0.181
35 N -0.5538 0.9105 2.3118  0.047
36 H -0.8570 -1.5567 4.5694  0.138
37 H -0.1287 0.2966 6.1153  0.144
38 H 0.2429 2.7032 6.4411  0.135
39 H 0.2734 4.9963 5.5261  0.129
40 H -0.1183 5.3607 3.1069  0.128
41 H -0.4428 3.4666 1.5913  0.079
42 N -1.4294 -0.1125 -2.7469  0.287
43 C -1.1138 0.1779 -1.6808  -0.176
44 H -1.7231 -0.4121 -3.6603  0.151
45 C -4.6119 -8.3839 0.9562  0.001
46 C -4.6478 -6.9076 0.9859  -0.171
47 C -5.6139 -6.1806 0.2439  0.034
48 C -5.6682 -4.8208 0.2775  0.053
49 C -4.7292 -4.1044 1.0801  -0.136
50 N -4.7472 -2.7438 1.2088  0.204
51 C -5.9069 -1.9654 0.9916  -0.437
52 O -6.9802 -2.4639 0.8129  0.156
53 N -5.8152 -0.5817 1.1191  0.167
54 C -4.8540 0.3968 0.8793  -0.166
55 C -5.2704 1.7340 0.9594  0.053
56 C -4.3817 2.7419 0.6750  0.007
57 C -3.0660 2.4266 0.3756  -0.094
58 N -2.6437 1.1622 0.3663  -0.096
59 C -3.5287 0.1566 0.5559  -0.036
60 C -3.7102 -4.8209 1.7812  0.042
61 C -3.6878 -6.1782 1.7437  0.026
62 H -5.5277 -8.8142 0.5597  0.101
63 H -4.4044 -8.7912 1.9474  0.111
64 H -3.7802 -8.7057 0.3154  0.125
65 H -6.3267 -6.7275 -0.3593  0.140
66 H -6.4155 -4.2908 -0.2887  0.125
67 H -3.9685 -2.3430 1.7244  0.122
68 H -6.7621 -0.2229 1.1453  0.165
69 H -6.2950 1.9691 1.2216  0.144
70 H -4.6935 3.7766 0.6913  0.136
71 H -2.3418 3.1874 0.1344  0.114
72 H -3.1411 -0.8392 0.4365  0.098
73 H -2.9891 -4.2696 2.3689  0.107
74 H -2.9447 -6.7241 2.3103  0.139

HOMO (alpha / beta) in eV: -16.41 / -16.53
Expectation value of S²: 0.766
ΔE to the lowest compared entry with this formula, charge and spin in kJ/mol: 23.1
2S+1: 2
Net charge: +3
Frontier orbital gap (alpha / beta) in eV: 7.1 / 6.3
F_max in hartree/bohr: 0.0125



[3]
ORCA calculation (ωB97M-V/def2-TZVPD) on C33H32O7P4RhTe as an isolated structure in a non-equilibrium geometry.

Last column: Löwdin charge in e.
Element x y z (Å)
1 Rh 2.2789 1.1974 -0.4222  0.765
2 O 5.9890 2.8686 -1.8035  -0.113
3 P 4.7350 2.4169 -0.9038  0.210
4 O 5.2177 1.4998 0.2322  -0.530
5 O 3.7052 1.8045 -1.8759  -0.418
6 O 4.2373 3.8272 -0.3237  -0.230
7 P 2.7166 4.0833 0.1803  0.186
8 O 2.5129 5.6271 -0.1198  -0.089
9 O 2.6771 3.7657 1.6359  -0.297
10 O 1.7739 3.3744 -0.7976  -0.386
11 H 6.5220 2.1646 -2.2498  0.115
12 H 2.6199 6.2165 0.6319  0.090
13 C -0.8435 2.0695 -0.2733  -0.419
14 P 0.1809 0.6252 0.3841  0.942
15 C 0.1058 0.7415 2.2474  -0.365
16 C -0.7298 0.0510 3.1038  -0.107
17 C -0.8011 0.3681 4.4885  -0.070
18 C -0.1137 1.4666 4.9570  -0.058
19 C 0.7042 2.2078 4.0759  -0.024
20 C 0.8732 1.7717 2.7526  -0.120
21 C -0.3822 -0.9523 -0.3156  -0.400
22 C -1.4201 -1.7984 0.0858  -0.076
23 C -1.6542 -2.9840 -0.6529  -0.044
24 C -0.8878 -3.2648 -1.8008  -0.080
25 C 0.0632 -2.4080 -2.2563  -0.048
26 C 0.3133 -1.2693 -1.4641  -0.126
27 P -2.6743 2.5066 -0.3203  1.253
28 C -3.0968 2.1447 -2.0960  -0.367
29 C -3.4316 3.1743 -2.9945  -0.081
30 C -3.6094 2.8418 -4.3276  -0.061
31 C -3.5505 1.5053 -4.7621  -0.041
32 C -3.4321 0.4990 -3.8018  -0.070
33 C -3.0304 0.8065 -2.5342  -0.115
34 C -3.7346 1.3920 0.5440  -0.382
35 C -3.5438 1.1804 1.8911  -0.106
36 C -4.3457 0.3703 2.6887  -0.049
37 C -5.3605 -0.3468 2.0958  -0.019
38 C -5.5511 -0.1902 0.7094  -0.047
39 C -4.8474 0.7287 -0.0415  -0.061
40 H -0.5050 2.1891 -1.3087  0.048
41 H -0.4005 2.9380 0.2447  0.036
42 H -1.4799 -0.5821 2.6554  0.074
43 H -1.4075 -0.2942 5.0594  0.098
44 H -0.1898 1.7090 6.0336  0.122
45 H 1.2465 3.1044 4.3312  0.114
46 H 1.5774 2.3237 2.1201  0.040
47 H -2.1328 -1.5124 0.8646  0.093
48 H -2.4850 -3.6697 -0.4235  0.116
49 H -1.0078 -4.2429 -2.2284  0.110
50 H 0.6512 -2.5146 -3.1756  0.126
51 H 1.0988 -0.5855 -1.7803  0.069
52 H -3.5864 4.1604 -2.5959  0.103
53 H -3.7912 3.6610 -5.0684  0.130
54 H -3.7331 1.2156 -5.7875  0.113
55 H -3.5597 -0.5238 -4.1414  0.117
56 H -2.6737 0.0560 -1.8057  0.109
57 H -2.7266 1.6734 2.3877  0.103
58 H -4.0606 0.3189 3.7048  0.105
59 H -5.8634 -1.1412 2.6317  0.121
60 H -6.2893 -0.7575 0.1315  0.123
61 H -5.0583 0.9351 -1.1122  0.119
62 C 4.5153 -1.8900 -0.4761  -0.311
63 Te 3.8534 -0.4465 1.1136  1.451
64 C 2.4011 -2.1567 1.5723  -0.353
65 C 2.6978 -3.3370 0.6786  -0.273
66 C 2.0364 -4.5462 0.6729  -0.062
67 C 2.3861 -5.5770 -0.1890  -0.075
68 C 3.6521 -5.5552 -0.7732  -0.078
69 C 4.4479 -4.3948 -0.7190  -0.034
70 C 3.8766 -3.2215 -0.1667  -0.271
71 H 5.6294 -1.8727 -0.3253  0.079
72 H 4.1857 -1.4745 -1.4148  0.050
73 H 1.3827 -1.7209 1.4911  0.007
74 H 2.5958 -2.4570 2.6543  0.081
75 H 1.2303 -4.6567 1.3406  0.101
76 H 1.7427 -6.4257 -0.3098  0.100
77 H 4.0506 -6.3990 -1.2968  0.097
78 H 5.5074 -4.4127 -1.1570  0.141

HOMO (alpha / beta) in eV: -9.76 / -10.96
Expectation value of S²: 6.021
ΔE to the lowest compared entry with this formula, charge and spin in kJ/mol: 0.0
2S+1: 5
Net charge: +1
Frontier orbital gap (alpha / beta) in eV: 6.7 / 4.2
F_max in hartree/bohr: 0.0588



Number 1: M 873.97 Da. Number 2: M 738.87 Da. Number 3: M 895.01 Da.